The following is a quantum chemistry calculation of a 2-piece molecular cluster, C2H5BrSi overall at a distorted geometry, from the OMol25 dataset.

Positions of all 9 atoms, in Å:
C 0.5315 -0.0128 0.8480
H 1.2123 0.3008 -1.2323
H -0.2982 -2.6992 -1.0780
H 0.4159 1.9160 -0.6985
H 1.4817 -0.4602 0.8896
C 0.4920 0.7610 -0.5664
Br -3.1491 0.0726 0.2943
H 0.3007 0.5235 1.7867
Si -0.9868 -0.4018 -0.2435

Properties
**Energy relative to the best compared isomer or geometry (same formula, charge and spin)**: 89.3 kcal/mol
**Gap between HOMO and LUMO (alpha / beta)**: 8.071 / 7.557 eV
**Energy**: -80071.33154 eV

***

The following is a quantum chemistry calculation of a 27-piece molecular cluster, C3H59O27 overall at a distorted geometry, from the OMol25 dataset.

Positions of all 89 atoms, in Å:
H -1.1345 0.8220 5.8916
O 0.2695 -3.2416 -0.4822
H -1.4293 1.0569 4.4659
H -1.6093 -2.5591 2.8655
H -0.4704 -1.4908 0.9710
O -4.1426 0.2824 -0.0690
H 0.3395 -2.7658 -2.8244
H -0.9643 4.1610 -1.0480
O 2.0987 1.4450 2.3751
H -2.7952 2.5513 -1.6423
H -0.1010 4.5125 1.1371
H 4.5981 1.7077 0.2808
H 3.0148 -1.5725 0.8444
O 0.5637 3.9967 1.5914
C -0.5143 -0.4202 1.2331
H 1.2611 1.5257 1.8902
H 0.9854 1.1856 -4.2891
H -0.5448 2.6563 -1.2307
H -3.4623 -0.3457 -0.1375
O -3.6580 0.8499 2.8989
H -0.1559 -2.7471 2.9659
H 0.8294 -1.0580 -1.0824
O -2.3889 -1.8230 -1.0048
H -1.1205 0.6677 -0.5166
O 2.7383 -1.4774 -3.2626
H -0.5567 2.9893 2.8837
O -2.3871 2.6405 1.0620
H 4.0898 1.3161 -2.4796
O 0.9574 0.2937 -4.6496
H 3.3766 0.8238 0.1242
H 2.1167 -1.6170 2.0693
O -1.6793 0.4798 5.2146
H 0.8214 -3.1690 1.1041
H -4.2187 -2.0201 2.1225
H -1.4789 -2.1213 -1.1440
C 0.9384 0.0227 -0.9099
H 2.9151 -0.5627 -3.0255
O 1.1521 -3.0972 1.9960
O 2.9242 -2.6227 -0.7671
H 1.8667 -3.6785 1.9015
H -1.4755 -0.1960 1.7492
H -1.5541 -0.8811 -3.1712
H 2.3957 0.5731 2.2499
H 1.8659 0.2007 -0.3672
H 3.1140 -2.2271 -1.5705
H 2.0274 -1.9793 4.6491
O -3.3079 -1.7596 2.1388
H -1.6383 2.1104 0.7900
O -1.5594 -0.0102 -3.5685
H -4.3831 1.3662 3.2398
H -1.2251 -3.5720 0.3457
O -0.8751 3.4344 -1.6851
H 0.2501 -4.0357 -1.0188
H -0.7277 -0.0055 -4.0071
H 0.0973 2.9358 -3.3048
O -3.1794 1.8592 -2.1168
H 0.1972 -0.3666 2.0258
H 0.3109 3.1230 1.2121
O 3.3290 1.0818 -2.9853
H 3.5776 1.2093 -3.9293
H -3.4616 1.1782 2.0010
O 0.2059 1.7409 0.3883
H -2.4360 3.2676 0.3333
O 4.3078 0.8488 0.0431
H -2.4468 -3.0687 1.2616
O 0.5801 2.8752 -4.1273
O 2.1032 2.9332 -1.2206
O -1.9135 -3.8123 0.9859
O -0.9238 -2.7156 3.5446
H 1.4965 -0.2793 -4.0869
H 0.1044 3.5287 -4.7456
H 0.7779 -1.0035 4.4802
H 1.4250 2.4449 -0.6901
H -2.4423 1.2449 -2.3092
H 2.2662 2.3606 -1.9952
H 1.0594 0.5189 -1.8190
C -0.1886 0.4650 0.0043
H -3.3308 -0.9098 2.5443
O 1.7251 -1.0440 4.4625
O 2.8944 -1.1591 1.6948
O -0.9543 2.2656 3.3496
H -1.8378 2.3526 2.9846
H -2.7985 -1.9343 -1.8629
O -0.5450 -2.8380 -3.1798
H -3.7483 1.0253 -0.5576
H 3.4908 -3.3767 -0.7668
H -0.2276 -2.7591 -4.0995
H 1.1869 -2.9683 -0.6431
H 3.3469 -1.6395 -3.9729

Properties
**Energy relative to the best compared isomer or geometry (same formula, charge and spin)**: 14.2 kcal/mol
**Gap between HOMO and LUMO**: 6.890 eV
**Energy**: -59354.17630 eV
**Total charge**: -1

***

The following is a quantum chemistry calculation of an isolated ion of composition C7H11N2O2 and charge +1 at a distorted geometry, from the OMol25 dataset.

Positions of all 22 atoms, in Å:
H 0.6491 -2.6634 2.7292
C -0.8979 0.6003 0.4119
H -1.0551 2.4504 1.8014
H -2.3699 0.1774 -0.9149
C 0.4692 -0.0195 -2.0200
H 1.1858 0.0520 -2.8643
H 0.2342 2.5812 0.6537
H 2.5079 -1.9777 -1.6632
C -1.4931 0.9024 -0.9217
H 0.4236 1.4285 1.9380
N 1.9692 -1.4799 -0.8529
O 1.0988 -2.2250 1.8693
C 0.8937 -0.7340 -0.8216
O -0.6117 -1.0374 2.4501
C 0.1234 -0.5592 0.3950
C -0.6166 0.7238 -2.0816
C -0.3112 1.8190 1.2123
H -1.7231 0.2883 1.0806
N 0.1535 -1.2635 1.5324
H 2.1097 -2.0908 -0.0775
H -1.7482 1.9522 -0.9136
H -0.9914 1.0748 -2.9426

Properties
**Energy relative to the best compared isomer or geometry (same formula, charge and spin)**: 81.5 kcal/mol
**Gap between HOMO and LUMO (alpha / beta)**: 7.749 / 6.850 eV
**Expectation value of S²**: 2.01
**Energy**: -14499.48844 eV
**Total charge**: +1
**Multiplicity**: 3

***

The following is a quantum chemistry calculation of a 5-piece molecular cluster, C3H14O5 overall at a distorted geometry, from the OMol25 dataset.

Positions of all 22 atoms, in Å:
H 0.9756 -4.0826 1.6620
C 0.2428 -3.1550 3.4851
H -0.4758 -4.8489 2.3795
H -2.7746 2.2226 -2.5045
H 1.0581 -3.4863 4.1158
H -0.1403 1.9407 -1.4914
H 0.3866 4.9099 -2.4001
H 2.1445 -0.4944 -3.0743
C 0.0281 -3.9034 2.1776
O -0.8407 -3.2174 1.2872
H 1.3749 5.7377 -1.4957
H -0.2808 -1.7553 4.8468
O 1.5879 -0.5518 -2.3022
O 0.7937 2.0868 -1.7062
H 1.4130 0.3353 -1.9471
H -3.2825 3.7049 -2.5607
O -2.5335 3.1426 -2.3032
O 1.3079 5.0316 -2.1326
C -0.5221 -2.1344 3.8566
H -1.3406 -1.6685 3.3334
H -0.6971 -2.2707 1.3669
H 0.8636 3.0273 -1.9110

Properties
**Energy relative to the best compared isomer or geometry (same formula, charge and spin)**: 38.5 kcal/mol
**Gap between HOMO and LUMO (alpha / beta)**: 2.191 / 10.030 eV
**Expectation value of S²**: 0.75
**Energy**: -13573.72094 eV
**Total charge**: -1
**Multiplicity**: 2

***

The following is a quantum chemistry calculation of a 12-piece molecular cluster, CH25NO12 overall at a distorted geometry, from the OMol25 dataset.

Positions of all 39 atoms, in Å:
H -3.2721 0.5402 -0.5339
H -0.1299 0.0551 -3.1026
H 1.5826 -2.3566 0.6320
O -1.9956 -2.3644 -0.6267
O 2.5893 1.5215 -2.1306
H -0.8299 -2.2275 2.4184
H -1.1865 -3.7264 2.1401
H 0.5543 2.1056 0.7269
O -1.4428 1.6048 3.0991
H -1.9594 2.8407 -1.9066
H 4.7505 0.5561 -0.7373
N 1.9547 -1.4462 0.3901
O 4.5075 0.2187 0.1446
H 0.2391 -0.4278 0.9601
O -0.7527 -2.9448 1.7425
H 2.3178 1.2225 -1.2402
O -0.2627 2.6418 0.8613
H -0.9412 1.6285 -2.1253
O 0.0582 1.0281 -3.2060
H 2.9303 -1.3571 0.1330
H -4.4525 -0.4005 -0.7886
H 2.6248 2.4842 -2.1112
H -1.0837 -0.0377 3.3813
H 0.9866 1.1967 -2.9095
O -1.5693 2.0725 -1.4731
C 1.2463 -0.3404 0.5612
O -0.7453 -0.9579 3.5442
H -0.9477 -1.9602 -2.0343
H -2.3503 1.8949 3.0122
O 1.7373 0.7776 0.3243
H -0.0610 -0.8142 4.1809
O -3.6945 -0.2825 -0.2004
H -1.0145 1.9853 2.2781
H -2.6278 -1.6292 -0.4627
H -1.5828 -2.5354 0.2416
H -0.7640 2.4784 0.0290
H 0.3377 -2.3504 -2.8549
O -0.3728 -1.7024 -2.8160
H 3.6360 0.6319 0.3530

Properties
**Gap between HOMO and LUMO**: 11.346 eV
**Energy**: -27506.09916 eV
**SMILES**: NC=O.O.O.O.O.O.O.O.O.O.O.O

***

The following is a quantum chemistry calculation of an isolated ion of composition C3H7N2 and charge +1 at a distorted geometry, from the OMol25 dataset.

Positions of all 12 atoms, in Å:
C 0.5653 -0.0869 -0.1476
H 2.1911 0.9824 0.4470
H 0.4490 -1.8406 -1.2811
H 2.5495 -0.4454 -0.4565
H -2.3395 0.1276 -0.7394
C -1.7191 -0.1335 0.1021
N 0.0167 -1.0600 -0.8153
H -0.5927 1.7316 0.0919
H -0.3999 0.7663 1.5753
N 1.8576 0.1582 -0.0303
C -0.5311 0.7172 0.4910
H -2.0468 -0.9169 0.7628

Properties
**Energy relative to the best compared isomer or geometry (same formula, charge and spin)**: 36.1 kcal/mol
**Gap between HOMO and LUMO**: 9.048 eV
**Energy**: -6195.94817 eV
**Total charge**: +1

***

- Which formula does entry 1 have?
  C2H5BrSi